No. 1
This record from OMol25 describes a 11-piece molecular cluster, C24H59F2N8O20S2 overall. The level of theory is ωB97M-V/def2-TZVPD.

Its net charge is +3. As for the total energy: -105781.043 eV.

Structure (XYZ):
```
115
C24H59F2N8O20S2 | OMol25 | ωB97M-V/def2-TZVPD
S 15.29 14.22 10.96
S 16.84 12.65 11.85
F 16.67 11.28 12.77
F 14.02 15.09 11.55
O 8.25 14.14 11.54
O 7.77 16.28 12.14
O 21.02 17.18 14.37
O 6.54 21.97 9.39
O 21.47 9.41 16.82
O 14.83 17.01 16.48
O 14.80 13.74 9.66
O 8.34 14.83 13.57
O 16.61 17.05 4.77
O 17.88 13.40 12.57
O 19.82 1.81 8.97
O 22.47 18.15 15.72
O 15.94 21.10 11.58
O 16.31 15.26 10.91
O 15.55 18.46 3.49
O 22.29 15.95 15.55
O 12.52 7.92 11.53
O 17.08 12.08 10.50
O 14.39 17.10 4.78
O 8.71 12.11 3.79
N 14.63 14.69 17.23
N 11.44 9.87 12.35
N 18.10 3.38 8.84
N 7.28 13.41 5.27
N 18.29 21.34 11.61
N 15.28 13.18 12.14
N 7.83 22.85 11.25
N 23.38 10.01 15.62
C 8.88 21.61 9.29
C 8.13 15.05 12.41
C 16.90 21.83 9.50
C 22.45 7.75 15.35
C 6.75 23.89 11.51
C 24.69 9.84 16.44
C 8.39 14.45 5.46
C 18.91 2.27 8.23
C 18.36 22.17 12.89
C 7.62 22.17 9.91
C 22.32 9.04 16.06
C 12.84 16.47 17.90
C 11.24 9.07 13.63
C 18.69 1.96 6.77
C 14.16 16.13 17.12
C 18.90 4.74 8.51
C 15.91 14.51 18.04
C 11.40 9.34 9.86
C 16.94 21.40 10.94
C 15.56 17.60 4.38
C 22.02 17.11 15.20
C 6.38 12.28 3.17
C 11.86 8.93 11.20
C 7.57 12.54 4.03
H 18.27 5.59 8.76
H 13.91 14.15 17.69
H 20.82 16.25 14.36
H 17.19 3.40 8.40
H 18.46 20.44 12.05
H 8.72 23.33 11.21
H 6.63 11.49 2.46
H 17.73 21.33 9.00
H 16.30 13.63 17.52
H 6.81 24.67 10.75
H 19.91 4.84 8.93
H 17.93 21.66 13.74
H 7.06 12.80 6.04
H 11.44 10.42 9.72
H 12.77 17.55 18.03
H 11.92 16.14 17.42
H 9.21 20.71 9.81
H 21.85 6.97 15.81
H 7.96 16.37 13.08
H 6.42 13.93 5.16
H 8.70 21.20 8.29
H 12.86 16.06 18.91
H 9.41 14.08 5.62
H 12.15 10.58 12.47
H 8.01 22.19 11.99
H 23.49 7.45 15.25
H 18.59 2.88 6.18
H 17.14 22.90 9.50
H 25.29 9.12 15.90
H 23.59 9.85 14.64
H 5.78 23.39 11.38
H 8.20 15.05 6.36
H 15.65 14.20 19.05
H 14.87 16.59 5.44
H 10.63 10.41 12.09
H 19.48 1.32 6.36
H 17.72 1.48 6.66
H 9.69 22.34 9.29
H 17.94 23.17 12.78
H 10.40 8.94 9.67
H 19.06 21.63 11.03
H 18.01 3.20 9.83
H 22.88 10.88 15.69
H 22.07 7.83 14.33
H 15.99 21.58 8.96
H 8.43 15.20 4.67
H 19.45 22.29 12.97
H 11.97 8.90 9.04
H 18.79 4.78 7.43
H 5.53 12.00 3.79
H 6.11 13.20 2.66
H 25.12 10.84 16.49
H 12.23 8.79 13.98
H 14.74 14.34 16.29
H 16.54 15.39 17.96
H 10.70 9.81 14.22
H 10.64 8.21 13.33
H 6.86 24.24 12.53
H 24.39 9.51 17.43
```

***

No. 2
This record from OMol25 describes a 7-piece molecular cluster, C24H59IN2O6P overall. The level of theory is ωB97M-V/def2-TZVPD.

Its net charge is +1. As for the total energy: -58487.380 eV.

Structure (XYZ):
```
93
C24H59IN2O6P | OMol25 | ωB97M-V/def2-TZVPD
I -3.13 1.29 1.80
P -1.00 3.76 -0.92
O 2.25 1.08 -2.81
O 5.47 -0.20 -1.43
O -0.79 -5.64 -2.79
O 0.37 7.76 1.98
O -2.12 -2.02 3.56
O -1.96 -7.19 1.25
N -3.81 4.94 -1.04
N -5.18 3.51 0.48
C 6.09 1.02 0.54
C -0.63 1.89 -1.12
C 3.50 -0.71 -3.81
C -0.68 -9.07 2.03
C -3.03 -2.59 1.41
C -0.05 -7.83 -0.06
C -3.76 2.97 0.55
C 0.99 8.99 3.95
C -5.21 4.71 -0.48
C -1.96 -2.89 2.45
C 1.46 5.04 -0.04
C -2.66 -4.19 -3.21
C -2.06 -4.33 2.93
C -1.28 7.96 3.71
C -0.64 -7.72 1.34
C 5.29 -0.15 -0.02
C 0.19 7.82 3.39
C 3.82 -0.01 0.30
C 2.05 0.80 -5.19
C 0.00 4.53 0.55
C -2.87 3.90 -0.47
C 2.22 0.10 -3.85
C -0.79 -3.50 -1.69
C -1.17 -4.27 -2.94
H -2.95 -1.54 1.08
H -2.98 -3.15 -3.35
H 1.13 1.39 -5.20
H 1.33 6.17 -0.37
H -2.50 -7.81 0.72
H -1.31 -9.78 1.48
H -1.28 -6.00 -2.03
H -0.62 -3.87 -3.80
H 0.57 6.88 3.81
H 1.81 4.46 -1.01
H 2.06 8.88 3.70
H 0.66 9.94 3.51
H -1.70 8.87 3.27
H 5.13 0.63 -1.81
H -0.05 -7.01 1.93
H 0.89 9.05 5.04
H 3.25 -0.85 -0.12
H 3.62 -1.20 -2.84
H 4.38 -0.07 -3.96
H 3.40 0.91 -0.14
H 1.36 -0.55 -3.66
H 3.65 0.03 1.38
H -3.00 -2.17 3.94
H 5.76 1.97 0.10
H -1.05 -2.44 -1.78
H -1.85 7.12 3.30
H 2.00 0.08 -6.01
H 0.07 3.79 1.45
H 7.16 0.91 0.29
H -3.24 -4.62 -2.39
H -2.92 -4.75 -4.11
H -1.36 1.44 -1.93
H -1.45 7.99 4.79
H -3.03 -4.53 3.40
H 5.99 1.08 1.63
H 3.01 1.66 -2.97
H 0.97 -8.22 -0.03
H -1.30 -4.54 3.69
H -1.93 -5.04 2.10
H 2.87 1.49 -5.38
H 0.32 -9.49 2.13
H 2.25 4.98 0.84
H 0.48 1.67 -1.51
H 0.29 -3.58 -1.50
H -6.14 5.38 -0.77
H -3.51 5.69 -1.71
H -6.00 3.09 1.01
H -0.76 1.25 -0.15
H -0.97 -2.71 2.02
H -0.58 5.53 0.86
H -0.04 -6.86 -0.56
H -4.03 -2.72 1.82
H -0.66 -8.50 -0.69
H -1.12 -8.97 3.03
H 0.03 8.59 1.60
H -1.29 -3.91 -0.81
H -2.92 -3.23 0.53
H 5.67 -1.09 0.40
H 3.50 -1.48 -4.59
```

***

No. 3
This record from OMol25 describes a 5-piece molecular cluster, C24H59N5O6 overall. The level of theory is ωB97M-V/def2-TZVPD.

As for the total energy: -45573.216 eV. The structure (SMILES) is NCCCC[C@H]1CCC(=O)O1.COC[C@@H](C)N.COC[C@@H](C)N.COC[C@@H](C)N.COC[C@@H](C)N.

Structure (XYZ):
```
94
C24H59N5O6 | OMol25 | ωB97M-V/def2-TZVPD
O -1.59 5.79 3.13
O 0.12 -2.08 -0.36
O -1.89 -4.31 4.42
O 1.27 -0.66 1.41
O -3.16 0.13 -8.19
O -0.73 2.58 -4.08
N 0.47 4.16 1.90
N 6.25 -3.28 2.00
N -3.60 -5.64 2.50
N -0.93 3.31 -1.28
N -1.10 -1.49 -9.42
C 6.63 -1.80 2.16
C -3.10 -6.37 3.67
C -2.34 0.66 -9.24
C 0.23 -1.60 0.89
C -1.45 1.76 -3.16
C 0.64 -2.14 3.26
C 5.59 -1.16 3.28
C -0.77 6.32 2.09
C -1.02 1.90 -1.68
C 1.91 -1.41 2.53
C -0.97 -0.03 -9.39
C 0.60 5.63 1.93
C 0.04 0.36 -8.31
C -2.59 -3.91 5.59
C 0.31 1.21 -1.36
C -0.65 -1.88 2.25
C 4.37 -0.43 2.47
C -1.81 -5.72 4.24
C 2.99 -0.54 3.41
C -4.22 -6.50 4.70
C 1.61 6.01 3.02
C 0.56 2.08 -4.41
C -1.23 6.23 4.43
C -2.80 0.57 -6.89
H -1.13 -0.88 2.68
H 7.01 -3.75 1.46
H -2.91 0.50 -10.16
H -2.46 1.61 -6.88
H 4.16 -1.01 1.44
H 6.50 -1.24 1.12
H -0.12 3.91 1.11
H -2.24 1.75 -9.13
H 2.46 -2.31 1.99
H 0.48 -2.05 4.42
H 1.44 5.49 3.96
H -0.35 3.79 -1.98
H 0.35 0.22 -1.82
H 4.59 0.69 2.19
H -2.43 -4.59 6.43
H -0.55 0.29 -10.35
H 2.57 0.57 3.50
H 0.58 0.99 -4.48
H -0.67 7.40 2.19
H -4.97 -7.22 4.34
H 1.18 1.79 -1.69
H -2.05 -0.09 -6.47
H -3.69 0.49 -6.25
H 3.26 -0.99 4.45
H -1.44 0.71 -3.49
H -1.66 -1.76 -8.61
H -0.89 7.26 4.44
H 1.30 2.44 -3.70
H -3.66 -4.65 2.76
H 0.84 2.49 -5.39
H 1.05 0.09 -8.63
H -1.38 -2.78 2.07
H -1.79 1.42 -1.07
H -1.48 -6.21 5.16
H 2.62 5.75 2.69
H 7.75 -1.68 2.53
H -2.88 -5.65 1.78
H -2.12 6.15 5.07
H 0.02 1.44 -8.12
H -1.85 3.74 -1.40
H -0.09 3.89 2.72
H -2.83 -7.38 3.35
H -3.66 -3.82 5.37
H -1.34 6.15 1.16
H -1.69 -1.75 -10.21
H -2.24 -2.92 5.88
H -2.50 2.09 -3.24
H -0.48 5.56 4.85
H 1.59 7.09 3.20
H 0.40 1.08 -0.28
H 0.88 -3.29 3.10
H 6.23 -3.75 2.94
H 5.19 -2.01 3.97
H -3.84 -6.86 5.66
H -4.75 -5.56 4.86
H -0.13 -0.16 -7.36
H 6.16 -0.30 3.88
H 1.02 5.95 0.97
H -1.01 -5.87 3.50
```

***

No. 4
This record from OMol25 describes C24H60BCdF4KN4O4S as an isolated structure. The level of theory is ωB97M-V/def2-TZVPD.

Its energy above the lowest of the compared OMol25 structures with the same formula, charge and spin is 0.00 kcal per mole. As for the total energy: -83291.015 eV.

Structure (XYZ):
```
100
C24H60BCdF4KN4O4S | OMol25 | ωB97M-V/def2-TZVPD
Cd -0.44 2.75 -2.45
K -2.35 0.69 0.92
S -3.12 2.24 -2.15
F 0.19 2.15 0.92
F 1.90 0.93 0.12
F -0.21 0.79 -0.91
F 1.17 2.61 -1.18
O -2.13 2.84 -1.15
O -4.07 3.18 -2.68
O -2.14 1.83 -3.24
O -3.75 1.13 -1.43
N 0.91 2.45 -4.20
N -2.06 1.66 3.52
N -2.38 -2.36 0.64
N 3.87 -2.75 1.17
C 3.93 -2.19 -0.18
C 0.73 3.03 -6.73
C -4.27 0.53 3.48
C 2.43 -3.46 3.04
C -1.11 -2.98 0.20
C -2.95 -3.10 1.77
C 0.12 0.49 3.72
C 1.12 1.01 -4.45
C 0.11 3.03 -5.32
C 2.22 3.12 -4.06
C -3.39 -2.17 -0.40
C -2.05 3.86 2.32
C -0.39 -2.26 -0.95
C 2.51 -2.82 1.68
C -3.91 -3.44 -1.09
C 3.48 -3.22 -1.22
C 1.93 0.23 -3.44
C -2.66 3.00 3.43
C 4.88 -2.20 2.06
C 4.81 -0.69 2.26
C -2.99 0.77 4.25
C 2.13 4.56 -3.63
C -0.74 1.68 4.13
C -2.11 -2.99 3.04
B 0.75 1.62 -0.21
H -2.22 3.42 1.33
H 1.50 0.20 -2.44
H 5.86 -2.47 1.64
H 2.69 -2.80 3.88
H 4.98 -1.99 -0.38
H -3.91 -2.63 1.99
H 2.39 -3.35 -1.21
H 2.82 2.56 -3.34
H -4.97 -0.13 3.99
H 3.79 -0.39 2.50
H -3.18 1.26 5.22
H 5.45 -0.42 3.10
H -4.62 -3.15 -1.86
H 4.75 -2.66 3.04
H 1.42 5.11 -4.24
H -4.46 -4.10 -0.41
H 1.82 4.63 -2.58
H -1.07 -1.66 -1.56
H -2.70 -3.33 3.89
H -0.47 -2.90 1.08
H 2.08 -1.80 1.68
H -4.07 0.11 2.49
H 2.78 3.03 -4.99
H 0.19 3.77 -7.32
H -2.95 -1.54 -1.18
H -3.13 -4.16 1.55
H 1.94 -0.81 -3.77
H 3.70 -2.87 -2.23
H -0.17 4.05 -5.06
H -1.29 -4.03 -0.04
H -2.48 -0.16 4.49
H -3.10 -4.01 -1.54
H -1.80 -1.96 3.20
H -2.65 4.77 2.27
H 3.96 -4.18 -1.02
H 0.44 0.51 2.69
H -0.82 1.65 5.23
H -2.37 3.57 4.34
H -0.26 2.61 3.83
H 2.97 0.55 -3.38
H -1.01 4.13 2.44
H -1.22 -3.62 3.03
H 1.78 3.32 -6.75
H -0.33 -0.46 4.02
H 1.61 0.89 -5.43
H 5.07 -0.11 1.37
H -4.87 1.40 3.22
H -4.22 -1.57 -0.03
H 0.00 -3.01 -1.64
H 0.15 0.54 -4.59
H 1.04 0.52 4.31
H -3.74 3.06 3.38
H 1.90 -3.41 0.99
H 3.03 -4.38 3.07
H 1.41 -3.78 3.29
H 0.40 -1.63 -0.56
H 3.30 -1.29 -0.26
H -0.82 2.46 -5.36
H 3.11 5.04 -3.73
H 0.57 2.09 -7.24
```

***

So what do the calculations give for LUMO level? Going down the list: -6.23, -3.84, 0.56, 0.31 eV.